1.
21
Properties=species:S:1:pos:R:3:mulliken_charge:R:1 method="wB97M-V/def2-TZVPD" homo_lumo_gap_ev=9.871 fmax_ev_per_a=3.9 relative_energy_ev=3.229 e_homo_ev=-9.53 mol_weight_g_mol=136.15 energy_ha=-498.575004
C -0.235 0.742 1.647 -1.61
C 0.284 -0.174 0.565 1.04
C -0.198 0.120 -0.862 0.28
O 0.120 -0.933 -1.739 -0.66
C -1.695 0.430 -0.955 -0.58
O -2.096 0.469 -2.307 -0.56
C 0.936 -1.490 0.868 -0.86
O -0.432 -1.745 0.939 -0.55
H 0.379 0.637 2.549 0.38
H -0.281 1.783 1.297 0.36
H -1.267 0.480 1.915 0.37
H 0.329 1.011 -1.238 0.27
H 0.026 -1.757 -1.195 0.43
H -2.267 -0.336 -0.403 0.31
H -1.919 1.410 -0.515 0.29
H -1.664 -0.274 -2.749 0.35
H 1.469 -1.941 0.015 0.34
H 1.460 -1.505 1.836 0.35
O 2.215 0.843 0.424 -0.61
H 2.712 0.449 -0.316 0.33
H 2.125 1.783 0.224 0.32

=====

2.
75
Properties=species:S:1:pos:R:3:mulliken_charge:R:1 method="wB97M-V/def2-TZVPD" total_charge=+1 homo_lumo_gap_ev=3.479 fmax_ev_per_a=1.5 relative_energy_ev=0.000 e_homo_ev=-8.92 mol_weight_g_mol=484.71 energy_ha=-1449.085766
C -0.390 7.301 -0.114 -1.37
C 0.133 5.916 0.070 1.07
C 0.402 5.454 1.369 -0.66
C 0.871 4.166 1.575 -0.59
C 1.104 3.284 0.477 0.74
C 1.598 1.964 0.701 -0.16
C 1.930 1.075 -0.309 -0.09
C 2.293 -0.248 -0.075 -0.24
C 2.255 -1.212 -1.134 0.57
C 1.832 -2.560 -0.931 -0.57
C 1.749 -3.454 -1.994 -0.57
C 2.121 -3.056 -3.289 1.08
C 2.078 -4.021 -4.431 -1.36
C 2.541 -1.739 -3.511 -0.82
C 2.603 -0.825 -2.462 -0.46
C 0.769 3.755 -0.832 -0.59
C 0.297 5.050 -1.020 -0.81
H -0.625 7.488 -1.164 0.36
H -1.308 7.414 0.475 0.35
H 0.305 8.078 0.227 0.33
H 0.210 6.117 2.219 0.40
H 1.049 3.793 2.590 0.35
H 1.676 1.627 1.731 0.40
H 1.891 1.428 -1.340 -0.05
H 2.388 -0.583 0.954 0.48
H 1.539 -2.863 0.082 0.41
H 1.390 -4.475 -1.831 0.40
H 2.500 -3.550 -5.324 0.35
H 2.661 -4.924 -4.215 0.35
H 1.056 -4.343 -4.666 0.32
H 2.814 -1.434 -4.524 0.29
H 2.930 0.196 -2.651 0.46
H 0.842 3.082 -1.687 0.33
H 0.021 5.396 -2.020 0.30
C 6.675 -4.899 2.322 -0.43
C 5.886 -3.791 1.980 -0.67
C 6.482 -2.540 1.791 0.13
C 7.883 -2.373 1.905 0.12
C 8.590 -1.104 1.784 -1.20
C 8.274 0.058 2.445 0.29
N 9.085 1.178 2.377 0.39
C 10.197 1.215 1.429 -0.92
C 10.656 2.648 1.106 -0.85
C 10.924 3.447 2.371 -0.70
C 9.720 3.420 3.302 -0.73
C 9.223 2.001 3.577 -0.57
C 7.009 0.152 3.250 -0.13
C 6.788 -0.740 4.311 0.12
C 5.633 -0.671 5.089 -0.80
C 4.628 0.243 4.761 -0.53
C 4.818 1.136 3.698 -0.65
C 6.004 1.096 2.956 0.02
C 8.659 -3.528 2.156 -0.44
C 8.066 -4.770 2.396 -0.61
H 6.208 -5.867 2.522 0.37
H 4.805 -3.900 1.867 0.39
H 5.861 -1.667 1.565 0.56
H 9.567 -1.153 1.282 0.39
H 11.078 0.655 1.804 0.41
H 9.886 0.732 0.495 0.51
H 11.566 2.596 0.498 0.36
H 9.885 3.140 0.495 0.33
H 11.798 3.031 2.888 0.32
H 11.160 4.483 2.113 0.33
H 9.981 3.878 4.264 0.34
H 8.893 4.007 2.876 0.31
H 8.248 2.062 4.077 0.33
H 9.915 1.521 4.300 0.26
H 7.548 -1.499 4.521 0.43
H 5.520 -1.346 5.940 0.41
H 3.700 0.252 5.333 0.39
H 4.045 1.864 3.446 0.56
H 6.147 1.783 2.116 0.44
H 9.743 -3.413 2.218 0.38
H 8.693 -5.630 2.637 0.37

=====

3.
19
Properties=species:S:1:pos:R:3:mulliken_charge:R:1 method="wB97M-V/def2-TZVPD" homo_lumo_gap_ev=9.100 fmax_ev_per_a=0.9 relative_energy_ev=0.904 e_homo_ev=-8.38 mol_weight_g_mol=117.15 energy_ha=-402.344911
C -0.978 1.224 -2.179 -1.22
C -1.089 0.081 -1.233 0.52
C -0.146 -0.752 -0.713 -0.44
C -0.800 -1.664 0.170 -0.75
C -2.137 -1.368 0.123 -0.37
N -2.305 -0.317 -0.725 -0.03
H -1.025 2.174 -1.658 0.28
H -0.036 1.187 -2.705 0.31
H -1.789 1.253 -2.915 0.33
H 0.907 -0.736 -0.928 0.40
H -0.398 -2.540 0.660 0.38
H -2.922 -1.848 0.689 0.40
H -3.185 0.146 -0.866 0.19
O -0.073 0.862 2.304 -0.67
H -0.212 0.046 1.802 0.35
H -0.957 1.068 2.627 0.31
O 6.008 0.248 2.082 -0.65
H 5.121 0.530 2.349 0.33
H 6.017 0.409 1.117 0.32

=====

4.
36
Properties=species:S:1:pos:R:3:mulliken_charge:R:1 method="wB97M-V/def2-TZVPD" total_charge=+2 homo_lumo_gap_ev=7.723 fmax_ev_per_a=2.9 relative_energy_ev=0.000 e_homo_ev=-16.04 mol_weight_g_mol=470.93 energy_ha=-1202.719365
C -1.446 0.787 -2.692 -0.27
C -1.433 -0.699 -2.695 -0.15
H -2.348 1.406 -2.631 0.32
H -0.727 1.261 -3.401 0.28
H -0.970 1.063 -1.733 -0.28
H -0.908 -0.910 -1.749 -0.38
H -2.356 -1.301 -2.578 0.29
H -0.775 -1.307 -3.343 0.30
Sn 0.401 -0.036 0.460 0.42
C 2.064 -0.018 -0.872 -1.19
H 2.422 -1.045 -0.967 0.42
H 2.801 0.624 -0.387 0.42
H 1.736 0.387 -1.834 0.40
I -2.339 0.048 1.163 0.04
C 1.192 -3.545 2.899 -0.80
C 0.900 -2.797 1.763 0.02
N 0.962 -1.462 1.866 -0.31
C 1.286 -0.755 2.993 0.79
C 1.556 -1.487 4.158 0.66
C 1.533 -2.901 4.091 -0.48
C 1.798 -0.691 5.309 -0.94
C 1.736 0.700 5.314 -0.94
C 1.435 1.474 4.156 0.45
C 1.284 2.880 4.064 -0.50
C 0.884 3.484 2.882 -0.80
C 0.665 2.721 1.750 -0.02
N 0.886 1.390 1.850 -0.21
C 1.240 0.701 2.990 0.76
H 1.141 -4.619 2.817 0.44
H 0.620 -3.264 0.804 0.49
H 1.760 -3.471 4.982 0.49
H 2.007 -1.212 6.242 0.43
H 1.896 1.259 6.227 0.45
H 1.461 3.460 4.954 0.49
H 0.726 4.545 2.793 0.44
H 0.323 3.129 0.790 0.51